(1)
A 14-piece molecular cluster, C46H129N9O19 overall, computed with wB97M-V/def2-TZVPD.

Output
E   -3751.86573 a.u.
Net charge   0
Multiplicity   1
Relative energy (zero: lowest compared OMol25 entry of this formula, charge and spin)   522.05 kJ/mol
E_HOMO   -0.33158 hartree
Molecular weight   1112.58 g mol⁻¹
Lowest unoccupied orbital energy   -0.018 eV

Atoms and positions in Å:
1 C 0.719528 -4.941777 -4.020818
2 C 1.522963 -5.721232 -4.999354
3 C 0.865944 -7.115870 -5.308597
4 O 0.539992 -7.829491 -4.141355
5 C -0.389954 -8.869135 -4.127606
6 N 1.577597 -4.911756 -6.264172
7 H -0.309462 -4.749093 -4.324366
8 H 1.165657 -3.993698 -3.720431
9 H 0.609078 -5.483024 -3.081159
10 H 2.562433 -5.881076 -4.712932
11 H 1.582522 -7.620168 -5.956922
12 H -0.030547 -6.847631 -5.867568
13 H -0.750677 -9.056957 -3.116327
14 H 0.079502 -9.732462 -4.599169
15 H -1.305654 -8.725696 -4.701215
16 H 1.647004 -3.940367 -5.996468
17 H 0.643510 -4.952046 -6.646233
18 C 7.051745 3.747965 -1.214007
19 C 7.185633 4.695632 -0.046965
20 C 7.358912 6.160621 -0.684472
21 O 8.509407 6.364877 -1.479015
22 C 8.573887 7.758743 -1.782118
23 N 5.953168 4.557788 0.671425
24 H 6.279099 3.921015 -1.963112
25 H 6.956308 2.760308 -0.762871
26 H 8.022669 3.801029 -1.706558
27 H 8.021839 4.421397 0.596180
28 H 7.539090 6.660810 0.267079
29 H 6.513670 6.635244 -1.182861
30 H 9.452668 7.805102 -2.425308
31 H 8.856473 8.290911 -0.873802
32 H 7.679951 8.142096 -2.274070
33 H 5.824357 5.226143 1.417631
34 H 5.812018 3.626430 1.035768
35 C -4.942181 -10.408536 4.498869
36 C -3.594012 -10.442595 5.198679
37 C -2.440172 -9.898654 4.411616
38 O -2.594920 -8.541024 4.002363
39 C -1.498497 -8.109206 3.189350
40 N -3.759096 -9.565782 6.315286
41 H -5.254633 -9.370838 4.382084
42 H -5.681196 -10.912202 5.121990
43 H -4.896917 -10.875816 3.515155
44 H -3.523923 -11.500209 5.452918
45 H -2.296867 -10.526079 3.531899
46 H -1.534834 -10.136068 4.970272
47 H -1.448106 -7.020731 3.217187
48 H -1.715525 -8.337236 2.145805
49 H -0.489462 -8.388526 3.492557
50 H -4.583978 -9.719519 6.877450
51 H -3.943617 -8.668677 5.889546
52 C -6.695014 -5.168695 -0.424727
53 C -7.736175 -5.311358 -1.575132
54 C -8.950524 -6.184809 -1.155428
55 O -9.523122 -5.594244 0.015460
56 C -10.573461 -6.371752 0.551487
57 N -8.258378 -4.018081 -2.046406
58 H -5.815694 -4.573722 -0.671533
59 H -6.294849 -6.139255 -0.131525
60 H -7.130607 -4.781861 0.496535
61 H -7.137902 -5.769227 -2.362863
62 H -8.733655 -7.223701 -0.906865
63 H -9.751608 -6.185787 -1.894601
64 H -10.270999 -7.318302 0.999450
65 H -11.331976 -6.614190 -0.192807
66 H -10.978878 -5.820784 1.400123
67 H -8.622521 -3.611627 -1.196522
68 H -7.449773 -3.424349 -2.163626
69 C -1.958830 9.909131 2.567987
70 C -0.798815 8.883753 2.497139
71 C 0.258166 9.131481 1.320310
72 O 0.588521 10.506748 1.339456
73 C 1.674600 10.765761 0.382722
74 N -0.006730 8.993377 3.771021
75 H -2.568454 9.684030 3.443086
76 H -2.545577 9.794837 1.656530
77 H -1.628593 10.945147 2.643569
78 H -1.163110 7.866498 2.353735
79 H -0.128676 8.762338 0.370475
80 H 1.095687 8.461632 1.515130
81 H 2.624301 10.317098 0.674031
82 H 1.942267 11.822323 0.393985
83 H 1.338802 10.493686 -0.617943
84 H -0.475283 8.536671 4.540421
85 H -0.085076 9.977527 3.984136
86 C -6.121889 1.406436 3.412971
87 C -7.174056 2.149770 4.135277
88 C -6.529870 3.132813 5.178045
89 O -5.698327 2.557101 6.179010
90 C -4.735948 3.486943 6.691423
91 N -7.894762 2.833126 3.092643
92 H -6.566842 0.755638 2.660250
93 H -5.538800 0.641265 3.925433
94 H -5.315618 1.995254 2.975579
95 H -7.805144 1.497967 4.739410
96 H -7.303947 3.699334 5.695674
97 H -5.952251 3.884815 4.640505
98 H -4.036344 3.853988 5.940459
99 H -4.214950 3.007410 7.520104
100 H -5.349370 4.323946 7.024949
101 H -8.706212 3.238786 3.536584
102 H -8.255969 2.112696 2.483873
103 C 6.445979 -6.100614 0.455953
104 C 6.758707 -7.328966 1.353174
105 C 6.060051 -8.660209 0.802781
106 O 6.420023 -9.673279 1.793331
107 C 6.212164 -10.990846 1.297601
108 N 8.258690 -7.413997 1.547723
109 H 5.400136 -5.864092 0.260083
110 H 6.897707 -6.160827 -0.534203
111 H 6.804069 -5.196513 0.948367
112 H 6.321483 -7.219039 2.345566
113 H 6.495694 -8.915714 -0.163156
114 H 4.982507 -8.641755 0.639517
115 H 6.676644 -11.224978 0.339714
116 H 5.132354 -11.077448 1.176741
117 H 6.611514 -11.735050 1.986650
118 H 8.345091 -8.354168 1.906493
119 H 8.496398 -7.527974 0.572727
120 C 3.162237 3.559057 7.080838
121 C 4.499244 4.289850 7.202412
122 C 5.819636 3.430639 7.118630
123 O 5.832924 2.439576 8.222752
124 C 5.627547 1.045454 7.817302
125 N 4.621129 5.281102 6.150863
126 H 3.042610 3.056630 6.120959
127 H 2.362007 4.292018 7.183345
128 H 2.979635 2.865661 7.901773
129 H 4.484737 4.801002 8.165016
130 H 6.691699 4.084159 7.141468
131 H 5.917661 2.936319 6.152106
132 H 5.520596 0.287816 8.593593
133 H 6.411454 0.604897 7.201270
134 H 4.666635 1.048289 7.302766
135 H 5.362525 5.913363 6.416737
136 H 3.795776 5.859841 6.087944
137 C -5.152093 6.049435 -5.392373
138 C -3.684172 6.124688 -4.941979
139 C -3.132457 7.566696 -4.753826
140 O -3.219889 8.268369 -6.040158
141 C -2.716475 9.597251 -6.087533
142 N -3.608544 5.287847 -3.738431
143 H -5.194834 6.192314 -6.472123
144 H -5.798115 6.801059 -4.938702
145 H -5.578962 5.051614 -5.291096
146 H -2.992325 5.707462 -5.673672
147 H -2.094520 7.382354 -4.476671
148 H -3.648333 8.067004 -3.934281
149 H -3.027482 10.168127 -6.962453
150 H -1.628966 9.646744 -6.033008
151 H -3.086661 10.083668 -5.185061
152 H -4.002425 5.802928 -2.964066
153 H -2.617612 5.301787 -3.543598
154 C 6.046962 -0.638158 -6.902403
155 C 4.997610 0.503217 -6.977601
156 O 3.844797 0.229092 -6.264758
157 O 5.711215 -1.702803 -7.793612
158 H 6.186856 -0.981666 -5.877453
159 H 7.002942 -0.180438 -7.156744
160 H 4.675625 0.989351 -7.898520
161 H 5.406717 1.394946 -6.502679
162 H 3.393093 1.068794 -6.153096
163 H 4.883850 -2.093996 -7.503735
164 C 2.763943 6.984598 -7.502077
165 C 2.805311 6.589192 -6.080873
166 O 1.994088 5.451702 -5.718598
167 O 3.455253 8.213788 -7.704225
168 H 1.695461 7.089708 -7.690228
169 H 3.246715 6.273537 -8.172479
170 H 2.426147 7.384889 -5.439623
171 H 3.824896 6.428109 -5.730711
172 H 1.982461 5.354686 -4.763584
173 H 3.225381 8.621809 -8.542253
174 C -3.533397 -2.237945 -7.465589
175 C -3.261871 -0.792269 -7.014960
176 O -3.731802 -0.683688 -5.685113
177 O -2.755481 -2.638941 -8.588463
178 H -4.567555 -2.441960 -7.743081
179 H -3.303536 -2.922879 -6.649424
180 H -3.726885 -0.043427 -7.656120
181 H -2.205253 -0.531649 -6.953808
182 H -3.743732 0.230799 -5.393265
183 H -2.959533 -3.511030 -8.934048
184 C 0.697892 0.252560 0.840360
185 C 1.030459 1.063542 -0.402036
186 O 1.177881 2.439846 -0.214184
187 O 1.775969 -0.287035 1.459222
188 H 0.065624 -0.560481 0.483566
189 H 0.057055 0.856025 1.483210
190 H 0.320317 0.849619 -1.200795
191 H 1.970950 0.671848 -0.789564
192 H 2.040250 2.585237 0.181780
193 H 1.479951 -0.566915 2.328504
194 C -2.291115 -3.567421 7.230717
195 C -1.188121 -2.525957 6.786986
196 O -0.068398 -3.114709 6.197336
197 O -3.110194 -4.007202 6.256803
198 H -2.875377 -3.064543 8.001333
199 H -1.800355 -4.412748 7.713085
200 H -0.926698 -1.923874 7.657195
201 H -1.650592 -1.763717 6.159917
202 H 0.295776 -3.735100 6.833026
203 H -2.545109 -4.506406 5.662604

Force components x, y, z for each atom (eV/Å):
C -0.4 -0.1 2.1
C -0.3 0.0 -1.1
C 0.2 1.2 -0.2
O 0.5 1.2 0.9
C -0.1 -0.5 -1.0
N 0.0 -1.1 0.1
H 0.0 0.0 -0.5
H 0.2 0.1 -0.4
H 0.1 -0.2 0.1
H -0.1 0.0 0.4
H -0.2 -0.5 -0.1
H -0.4 -0.4 -0.3
H 0.6 0.0 0.1
H -0.1 -0.5 0.4
H -0.1 0.7 -0.4
H 0.4 0.2 0.1
H -0.3 -0.1 -0.4
C 1.7 -0.9 0.2
C -1.0 0.8 -2.8
C 0.6 -0.8 2.7
O -0.8 -0.2 -0.1
C 1.6 -1.1 0.0
N -1.1 1.1 0.5
H -0.2 0.3 0.5
H -0.1 -0.4 -0.5
H 0.0 -0.4 -0.4
H 0.6 0.3 -0.4
H -0.2 1.2 0.1
H -0.6 -0.7 0.1
H -0.2 0.4 -0.3
H -0.5 0.4 0.1
H -0.1 0.0 0.1
H 0.1 0.0 0.2
H 0.2 0.0 0.0
C -0.1 0.0 -1.1
C -2.2 0.4 -0.3
C 0.6 -1.2 -1.1
O 0.9 -0.5 0.6
C -0.7 1.0 -0.2
N 0.7 0.9 1.8
H -0.1 0.0 -0.2
H 0.0 -0.1 -0.1
H -0.3 -0.1 -0.1
H 1.1 0.1 0.4
H -0.3 -0.1 -0.5
H 0.3 0.9 0.4
H -0.4 0.1 0.2
H 0.3 -0.5 -0.1
H -0.2 -0.8 0.2
H -0.1 -0.6 0.0
H 0.3 0.5 0.2
C -0.5 -0.5 0.4
C 0.4 -0.3 0.7
C 0.0 0.6 0.5
O 0.1 -0.2 0.2
C 0.1 0.3 0.4
N 0.4 -0.2 0.6
H -0.2 0.2 -0.4
H 0.0 -0.3 -0.2
H -0.2 0.3 -0.1
H -0.6 -0.3 -0.4
H 0.6 -0.2 -0.2
H 0.3 0.0 -0.6
H 0.6 -0.3 -0.2
H -0.2 0.2 -0.1
H -0.3 0.2 -0.3
H -0.8 0.2 0.2
H 0.3 0.2 -0.6
C 0.3 -1.0 -0.8
C 1.6 1.1 0.0
C -1.5 -0.3 1.6
O 1.6 -0.2 -1.4
C -0.8 0.5 1.0
N -0.4 -0.1 -0.8
H -0.1 -0.1 -0.1
H -0.3 0.2 0.1
H 0.3 -0.1 -0.1
H -0.1 0.0 0.2
H -0.4 0.5 -0.4
H 0.4 0.3 0.3
H -0.2 -0.8 0.0
H -0.7 0.2 0.1
H 0.2 -0.2 0.0
H -0.2 -0.3 0.0
H 0.5 0.2 0.3
C 1.7 -2.2 -0.5
C 1.5 0.3 1.8
C -0.1 0.6 -0.4
O 0.4 -0.8 -0.7
C -1.4 -0.2 -0.2
N -0.7 0.8 0.6
H -0.2 0.4 -0.5
H -0.2 0.2 1.0
H -0.5 0.5 -0.3
H -0.1 -0.4 -0.1
H -0.5 0.1 0.0
H 0.1 0.0 -0.4
H 0.1 -0.2 -0.2
H -0.1 0.1 -0.1
H 0.5 0.5 0.5
H -0.4 0.4 -0.2
H -0.1 0.0 -0.3
C 0.0 0.0 0.6
C -1.1 0.0 -0.4
C 2.0 0.2 1.2
O 0.2 0.3 -1.2
C -0.6 0.3 0.2
N -2.4 -0.5 -1.0
H -0.3 -0.6 0.2
H 0.3 -0.2 0.0
H 0.4 -0.1 0.0
H 0.0 0.3 0.0
H 0.3 -0.2 -0.2
H -0.2 0.4 0.4
H 0.2 0.5 -0.3
H -0.1 -0.7 0.0
H -0.2 0.3 0.3
H 0.5 -0.3 0.5
H 1.0 0.1 -0.4
C 0.2 0.0 0.1
C 0.7 -0.6 0.1
C -1.6 -1.2 0.9
O 0.7 -0.4 -0.7
C -0.7 1.1 -0.6
N 0.2 0.3 -0.5
H 0.1 -0.1 0.0
H -0.1 0.2 -0.2
H 0.3 -0.2 -0.1
H 0.2 -0.3 0.4
H 0.1 0.0 0.7
H -0.4 -0.2 -0.1
H 0.1 0.9 0.9
H 0.2 0.6 -0.4
H 0.1 -0.4 -0.4
H 0.2 0.2 -0.2
H -0.2 0.0 0.0
C 0.4 0.2 -1.4
C -1.3 0.3 -0.1
C -0.1 -0.5 -1.4
O -0.1 -0.7 0.5
C 0.0 -0.3 1.4
N 1.2 0.7 -0.2
H -0.1 0.5 -0.1
H 0.1 -0.1 0.2
H 0.2 0.0 0.6
H -0.4 -0.4 -0.2
H 0.4 0.5 0.1
H -0.2 0.4 -0.1
H -0.3 -0.6 -0.1
H 0.3 -0.3 -0.1
H 0.0 0.6 0.0
H -0.4 0.1 0.3
H 0.4 -0.6 0.6
C -1.3 0.9 -1.0
C 1.2 1.5 0.7
O -1.5 -1.1 0.9
O 0.7 0.3 0.2
H -0.5 0.0 0.2
H 0.0 -0.4 -0.6
H 0.6 -1.1 -1.1
H 1.0 0.0 0.4
H -0.3 -0.2 0.1
H -0.1 0.0 0.1
C -0.6 0.2 -1.3
C 0.5 -0.1 3.0
O 0.1 -0.1 -1.4
O 0.1 0.3 0.9
H -0.1 -0.1 -0.7
H -0.4 -0.5 0.1
H 0.1 0.7 -0.4
H 0.3 -0.2 -0.2
H 0.2 0.2 0.0
H -0.2 -0.3 0.0
C 0.0 -1.0 -0.3
C 0.4 0.0 0.0
O -0.7 -0.4 0.5
O 1.0 1.1 -0.4
H -0.4 0.6 0.4
H 0.0 0.3 0.4
H -0.2 -0.2 -0.2
H 0.3 -0.5 -0.7
H 0.1 0.1 -0.2
H -0.4 0.1 0.4
C -2.6 0.4 -1.8
C 1.0 -1.0 -0.2
O -0.2 0.7 0.1
O 2.0 -0.3 1.3
H -0.4 -0.3 -0.1
H 0.1 0.3 0.3
H -0.4 0.4 0.2
H 0.2 -0.3 -0.1
H 0.0 0.1 0.1
H 0.3 -0.2 0.1
C 2.1 2.0 1.6
C -1.6 -0.2 1.2
O 0.2 -0.1 -0.7
O -1.1 -0.7 -1.9
H -0.2 0.0 0.0
H 0.4 -0.1 0.3
H 0.3 -0.2 0.5
H 0.1 -0.4 -0.7
H 0.1 -0.1 0.0
H -0.3 -0.2 -0.4

Atom charges from the Löwdin analysis, given in e for atoms 1 to 99: atom 1 (C): -0.092, atom 2 (C): -0.409, atom 3 (C): -0.189, atom 4 (O): -0.189, atom 5 (C): -0.116, atom 6 (N): 0.025, atom 7 (H): 0.085, atom 8 (H): 0.079, atom 9 (H): 0.073, atom 10 (H): 0.132, atom 11 (H): 0.123, atom 12 (H): 0.117, atom 13 (H): 0.088, atom 14 (H): 0.085, atom 15 (H): 0.081, atom 16 (H): 0.057, atom 17 (H): 0.051, atom 18 (C): -0.087, atom 19 (C): -0.430, atom 20 (C): -0.202, atom 21 (O): -0.193, atom 22 (C): -0.106, atom 23 (N): 0.016, atom 24 (H): 0.085, atom 25 (H): 0.072, atom 26 (H): 0.074, atom 27 (H): 0.136, atom 28 (H): 0.107, atom 29 (H): 0.122, atom 30 (H): 0.089, atom 31 (H): 0.086, atom 32 (H): 0.088, atom 33 (H): 0.070, atom 34 (H): 0.073, atom 35 (C): -0.080, atom 36 (C): -0.456, atom 37 (C): -0.224, atom 38 (O): -0.174, atom 39 (C): -0.098, atom 40 (N): 0.027, atom 41 (H): 0.078, atom 42 (H): 0.077, atom 43 (H): 0.076, atom 44 (H): 0.141, atom 45 (H): 0.120, atom 46 (H): 0.124, atom 47 (H): 0.078, atom 48 (H): 0.087, atom 49 (H): 0.089, atom 50 (H): 0.073, atom 51 (H): 0.064, atom 52 (C): -0.071, atom 53 (C): -0.401, atom 54 (C): -0.186, atom 55 (O): -0.211, atom 56 (C): -0.118, atom 57 (N): 0.037, atom 58 (H): 0.070, atom 59 (H): 0.070, atom 60 (H): 0.070, atom 61 (H): 0.126, atom 62 (H): 0.118, atom 63 (H): 0.118, atom 64 (H): 0.081, atom 65 (H): 0.086, atom 66 (H): 0.088, atom 67 (H): 0.061, atom 68 (H): 0.062, atom 69 (C): -0.075, atom 70 (C): -0.369, atom 71 (C): -0.223, atom 72 (O): -0.194, atom 73 (C): -0.075, atom 74 (N): 0.019, atom 75 (H): 0.071, atom 76 (H): 0.072, atom 77 (H): 0.072, atom 78 (H): 0.125, atom 79 (H): 0.109, atom 80 (H): 0.111, atom 81 (H): 0.083, atom 82 (H): 0.079, atom 83 (H): 0.083, atom 84 (H): 0.057, atom 85 (H): 0.054, atom 86 (C): -0.092, atom 87 (C): -0.455, atom 88 (C): -0.200, atom 89 (O): -0.199, atom 90 (C): -0.096, atom 91 (N): 0.034, atom 92 (H): 0.076, atom 93 (H): 0.079, atom 94 (H): 0.089, atom 95 (H): 0.137, atom 96 (H): 0.117, atom 97 (H): 0.115, atom 98 (H): 0.084, atom 99 (H): 0.088

(2)
A 2-piece molecular cluster, C3N2OS3 overall, computed with wB97M-V/def2-TZVPD.

Output
E   -1493.68918 a.u.
Net charge   -2
Multiplicity   1
Relative energy (zero: lowest compared OMol25 entry of this formula, charge and spin)   0.00 kJ/mol
E_HOMO   -0.04322 hartree
Molecular weight   176.25 g mol⁻¹
Lowest unoccupied orbital energy   5.372 eV

Atoms and positions in Å:
1 C 0.751053 0.202715 -1.744600
2 C -3.073274 0.220984 -0.010709
3 C 2.481052 0.442699 0.005167
4 N -1.995644 0.097340 -0.447111
5 N 1.286105 0.586183 -0.769465
6 O 0.271360 -0.026353 -2.781808
7 S -4.436661 0.045154 0.875959
8 S 3.371303 1.824474 0.285575
9 S 2.800619 -1.075365 0.502842

Force components x, y, z for each atom (eV/Å):
C 0.2 0.2 -0.6
C 1.8 -1.0 0.0
C -1.0 0.7 -0.9
N -0.5 0.7 -0.5
N 1.1 0.7 1.7
O -0.7 -0.5 -0.9
S -1.5 0.3 0.4
S 0.2 0.6 0.0
S 0.5 -1.6 0.6

In elementary charge units, the Löwdin charges are: atom 1 (C): -0.424, atom 2 (C): -1.098, atom 3 (C): -1.526, atom 4 (N): -0.003, atom 5 (N): 0.030, atom 6 (O): 0.092, atom 7 (S): 0.205, atom 8 (S): 0.324, atom 9 (S): 0.399

(3)
A 2-piece molecular cluster, C6H12O overall, computed with wB97M-V/def2-TZVPD.

Output
E   -310.93465 a.u.
Net charge   0
Multiplicity   1
Relative energy (zero: lowest compared OMol25 entry of this formula, charge and spin)   327.20 kJ/mol
E_HOMO   -0.30903 hartree
Molecular weight   100.16 g mol⁻¹
Lowest unoccupied orbital energy   1.073 eV

Atoms and positions in Å:
1 C 1.985215 0.008491 0.785470
2 C 1.569850 -0.393340 -0.631367
3 C 0.987654 0.737841 -1.433279
4 C -0.126094 0.659934 -2.161429
5 C -1.883319 -0.291023 0.343443
6 C -2.277619 -0.870506 1.665264
7 O -1.637645 0.986958 0.538153
8 H 2.484128 -0.821835 1.297405
9 H 1.114548 0.305397 1.380767
10 H 2.684120 0.852884 0.768945
11 H 0.851140 -1.221320 -0.595414
12 H 2.454178 -0.764652 -1.168421
13 H 1.552647 1.672980 -1.418907
14 H -0.729923 -0.245763 -2.161631
15 H -0.480952 1.498387 -2.756664
16 H -3.269089 -1.326518 1.561541
17 H -2.273251 -0.174929 2.513879
18 H -1.588827 -1.702201 1.864819
19 H -1.304593 1.348654 -0.306143

Force components x, y, z for each atom (eV/Å):
C 0.0 0.0 0.1
C 0.0 -0.1 -0.1
C -0.1 0.1 -0.1
C 0.1 0.0 0.1
C 0.0 0.2 0.5
C -0.1 -0.1 0.1
O 0.0 -0.3 -0.3
H -0.1 0.1 -0.1
H 0.1 0.0 -0.1
H -0.1 -0.1 0.0
H 0.1 0.1 0.0
H -0.1 0.0 0.1
H -0.1 -0.1 0.0
H 0.1 0.1 0.0
H 0.1 -0.1 0.1
H 0.1 0.0 0.0
H 0.0 0.0 -0.1
H -0.1 0.1 0.0
H 0.0 -0.1 0.1

In elementary charge units, the Löwdin charges are: atom 1 (C): -0.112, atom 2 (C): -0.270, atom 3 (C): -0.203, atom 4 (C): -0.041, atom 5 (C): -0.142, atom 6 (C): -0.134, atom 7 (O): -0.012, atom 8 (H): 0.071, atom 9 (H): 0.062, atom 10 (H): 0.072, atom 11 (H): 0.101, atom 12 (H): 0.110, atom 13 (H): 0.105, atom 14 (H): 0.052, atom 15 (H): 0.060, atom 16 (H): 0.073, atom 17 (H): 0.070, atom 18 (H): 0.073, atom 19 (H): 0.065

What are the HOMO-LUMO gap values for these records? In order: 9.005, 6.548, 9.482 eV.